The following is a DFT calculation (ωB97M-V/def2-TZVPD) of a structure of composition C9H12CrF6N4O5S3.

```
40
Properties=species:S:1:pos:R:3:forces:R:3
Cr 0.186753 -0.055622 0.828492 -0.17 0.69 0.43
N 0.769053 -1.415553 2.354815 0.28 -0.23 -0.01
C 2.083408 -0.969780 2.870034 -0.15 0.06 -0.08
C 2.026674 0.536680 3.053432 -0.07 -0.01 -0.11
N 1.690303 1.135449 1.748238 0.23 -0.11 0.11
H 0.098304 -1.491222 3.112434 -0.06 0.03 -0.05
H 0.835027 -2.329159 1.910010 0.01 0.01 0.05
H 2.832099 -1.219082 2.116683 0.01 -0.03 0.00
H 2.357710 -1.466463 3.801298 0.00 -0.02 0.04
H 2.963633 0.915210 3.466574 0.03 0.00 0.00
H 1.220222 0.788178 3.744466 0.01 0.03 0.03
H 2.481442 1.072392 1.111822 0.02 0.09 0.04
H 1.453055 2.116028 1.846132 -0.14 -0.03 -0.01
O -0.248015 1.282795 -0.531749 0.06 0.40 -0.04
N -1.393166 1.960560 -0.451393 0.10 -0.18 -0.05
C -1.726034 2.694575 -1.534029 -0.05 0.01 -0.07
C -2.878567 3.424445 -1.554796 -0.03 0.04 0.00
C -3.710300 3.392731 -0.428836 0.00 0.02 -0.04
C -3.346579 2.644728 0.659080 0.01 -0.03 0.04
C -2.151922 1.900318 0.669870 -0.05 -0.01 0.07
S -1.601458 0.980316 2.007137 -0.09 0.18 0.17
H -1.013558 2.633873 -2.343212 0.01 -0.03 0.03
H -3.125755 4.002526 -2.432960 0.00 -0.02 0.02
H -4.636473 3.952197 -0.421230 0.01 -0.01 0.02
H -3.963661 2.593284 1.544266 0.00 0.01 0.00
F 2.806787 -2.813787 -1.845294 0.01 -0.15 0.07
C 2.741278 -1.730579 -2.603705 -0.01 0.08 0.07
F 3.943363 -1.164555 -2.655748 0.19 0.02 -0.01
F 2.369897 -2.077742 -3.828424 0.00 -0.02 -0.14
S 1.546274 -0.512026 -1.917305 -0.03 -0.07 0.36
O 1.911887 -0.441797 -0.485551 -0.26 0.03 -0.50
O 1.723643 0.646450 -2.724211 -0.09 -0.09 -0.01
N 0.151525 -1.219817 -2.123995 0.04 -0.02 0.29
S -0.479523 -1.988932 -0.893142 -0.18 -0.87 -0.20
O 0.418556 -2.852577 -0.156285 -0.11 0.17 0.01
O -1.437498 -1.228524 -0.083647 0.67 -0.06 -0.33
C -1.529574 -3.195962 -1.801227 -0.07 0.28 -0.15
F -2.330688 -3.785156 -0.922303 -0.11 -0.12 0.14
F -2.267905 -2.599489 -2.728236 -0.12 0.07 -0.08
F -0.770219 -4.114910 -2.377506 0.13 -0.10 -0.10
```
Forces are in eV/Å.

Its expectation value of S² is 2.012. The LUMO energy (spin up / spin down) comes out at 0.20 / 0.18 eV. As for the total charge: 0. Its calculated total energy is -102957.5028 eV. The calculation puts the frontier orbital gap (spin up / spin down) at 0.2848 / 0.2539 hartree. As for the spin multiplicity: 3.

And the Mulliken charges, in e, turn out to be: 0.223 -0.230 -0.580 -0.622 -0.380 0.244 0.307 0.257 0.470 0.393 0.326 0.261 0.269 -0.410 0.300 -0.361 -0.704 -0.113 -0.851 0.688 -0.518 0.482 0.407 0.377 0.400 -0.201 0.595 -0.213 -0.212 1.086 -0.585 -0.638 -0.458 1.475 -0.629 -0.659 0.430 -0.207 -0.215 -0.206